Entry from the OMol25 dataset: a 4-piece molecular cluster, C3H16NO4 overall (ωB97M-V with the def2-TZVPD basis set).

Properties
charge: +1
electronic energy: -13044.497 eV
molar mass: 130.16 g/mol
energy above the lowest of the compared OMol25 structures with the same formula, charge and spin: 61.77 kJ/mol

Structure (XYZ):
```
24
Properties=species:S:1:pos:R:3:forces:R:3
C -0.074 -0.309 1.463 -0.456 -0.953 -0.382
C -1.253 0.127 0.620 -0.493 0.291 0.082
C -1.853 -0.918 -0.327 -0.712 0.579 0.576
O -3.256 -0.671 -0.292 -0.066 -0.112 -0.068
N 0.618 0.875 2.075 0.636 -1.533 0.753
H 0.659 -0.906 0.916 0.180 0.499 -0.244
H -0.409 -1.010 2.224 -0.096 0.378 0.410
H -2.060 0.471 1.272 -0.044 -0.323 0.180
H -1.060 1.009 0.029 0.572 0.328 -0.211
H -1.501 -0.713 -1.324 0.468 -0.334 -0.444
H -1.640 -1.938 -0.006 0.109 -0.120 -0.093
H -3.657 -0.802 -1.159 0.158 -0.102 0.138
H 1.418 1.069 1.477 0.024 0.802 -0.146
H 0.927 0.682 3.027 0.240 -0.259 -0.026
H 0.050 1.691 2.161 -0.650 0.843 -0.525
H 2.087 -0.333 -1.777 -0.308 -0.097 0.117
H 2.849 0.887 -2.264 -0.229 0.134 0.041
O 2.049 0.637 -1.781 0.480 -0.252 -0.289
H 1.825 3.041 -0.144 -0.165 0.094 0.086
H 1.040 1.962 -0.859 0.155 -0.018 0.357
O 1.066 2.458 -0.016 0.170 0.069 -0.316
H 2.193 -2.902 -1.142 0.014 -0.434 -0.134
H 0.769 -2.584 -1.724 0.376 -0.211 0.048
O 1.540 -2.216 -1.273 -0.363 0.733 0.090
```
Positions in Å, forces in eV/Å.

natural (NBO) population analysis, charges in e, atoms 1 to 6: atom 1 (C): -0.234, atom 2 (C): -0.457, atom 3 (C): -0.055, atom 4 (O): -0.719, atom 5 (N): -0.664, atom 6 (H): 0.238